Record 1
Molecular formula: C2H8N4
Method: DFT, ωB97M-V/def2-TZVPD

Geometry as ORCA input:
```
! RIJCOSX wB97M-V def2-TZVPD def2/J DEFGRID3
* xyz 0 1
N -0.35 1.35 -0.20
N 0.96 0.81 -1.48
N -0.41 -1.54 0.94
N -1.48 0.71 -0.20
C 0.69 -0.61 1.01
C 0.79 0.56 0.27
H -0.50 -2.12 1.77
H 0.88 1.71 -1.94
H 0.43 0.11 -1.99
H -1.45 -0.31 0.05
H 1.62 1.19 0.55
H -0.47 -2.15 0.13
H -2.32 1.24 -0.38
H 1.60 -0.96 1.48
*
```

Results
* lowest unoccupied orbital energy (spin up / spin down): 1.015 / 1.014 eV
* Kohn-Sham gap (spin up / spin down): 7.61 / 7.61 eV
* energy above the lowest of the compared OMol25 structures with the same formula, charge and spin: 5.310 eV
* electronic energy: -8158.94127 eV
* HOMO energy (spin up / spin down): -6.594 / -6.594 eV

***

Record 2
Molecular formula: C19H58B2InNO22P5
Method: DFT, ωB97M-V/def2-TZVPD

Geometry as ORCA input:
```
! RIJCOSX wB97M-V def2-TZVPD def2/J DEFGRID3
* xyz -1 1
In -4.30 1.62 -0.44
P -4.43 0.88 -2.91
P 3.63 0.48 -0.08
P -5.26 6.14 -7.67
P 9.57 -1.48 2.66
P -0.24 -5.36 2.93
O -4.03 5.29 -8.53
O 2.19 0.69 0.40
O -0.63 -3.95 2.50
O -2.79 0.53 -3.46
O 0.21 -5.31 4.52
O 4.44 -0.36 1.08
O 9.74 -2.68 3.78
O 8.26 -0.82 3.59
O 4.09 1.97 0.69
O -3.75 -0.47 1.99
O -7.36 2.76 -0.68
O -4.57 7.46 -7.98
O -6.50 6.99 -6.80
O 10.88 -2.13 1.74
O -1.87 -5.67 3.39
O 1.40 -5.05 2.47
O 3.16 -1.00 -0.84
O -4.87 2.20 -3.70
O -4.66 5.55 -6.25
O -5.52 -0.45 -3.16
O -7.00 1.44 1.48
O 8.58 -1.95 1.59
N -2.04 -0.83 0.07
C 5.85 -0.25 1.11
C -2.12 -6.93 3.99
C -4.50 4.24 -9.36
C 1.05 -6.34 5.00
C -2.04 3.76 0.70
C -1.78 -2.11 0.83
C 4.20 -1.73 -1.45
C 8.52 0.45 4.15
C -3.23 3.61 -0.41
C -2.39 3.16 2.19
C 4.97 2.77 -0.07
C -8.69 -0.16 0.25
C -4.77 4.17 -6.00
C -0.76 0.00 0.27
C 12.15 -2.05 2.33
C -7.40 0.03 1.25
C 2.04 -6.11 1.79
C 10.19 -2.32 5.07
C -7.48 6.19 -6.17
B -3.23 -0.07 0.64
B -6.44 1.97 0.22
H -4.95 4.01 -4.94
H -0.71 0.92 -0.46
H 6.14 0.50 1.85
H -4.56 -1.06 1.79
H 10.83 -3.12 5.45
H -8.37 6.79 -6.00
H -4.08 4.45 -0.33
H 7.67 1.10 3.95
H 6.25 0.03 0.12
H 6.28 -1.21 1.40
H 2.78 -6.56 2.44
H -1.86 4.93 0.85
H 4.91 -1.06 -1.94
H -1.87 -6.89 5.05
H -9.48 -0.82 0.84
H 2.09 -5.99 4.98
H -1.53 -7.71 3.49
H -4.22 3.28 -8.91
H 12.91 -2.13 1.55
H 5.96 2.75 0.38
H -5.59 4.28 -9.47
H 0.77 -6.58 6.03
H -4.03 4.33 -10.34
H 9.33 -2.21 5.74
H -1.02 3.35 0.25
H -5.59 3.73 -6.57
H 12.28 -1.09 2.84
H -1.96 2.06 2.35
H -5.90 -0.79 -2.28
H -7.62 -0.46 2.32
H -0.63 0.30 1.40
H -2.75 3.78 -1.48
H -1.14 -2.81 0.12
H 0.14 -0.73 0.03
H -1.14 -1.90 1.81
H 4.72 -2.34 -0.70
H -7.74 5.33 -6.80
H -9.21 0.84 -0.08
H 5.03 2.43 -1.11
H -6.45 -0.49 0.74
H -3.52 3.26 2.49
H 1.32 -6.87 1.48
H 0.96 -7.24 4.39
H -2.89 -0.22 -4.12
H 4.59 3.80 -0.06
H -3.83 3.68 -6.28
H -1.79 3.84 2.97
H -7.10 5.84 -5.21
H -6.95 3.68 -0.76
H -2.77 -2.74 1.07
H 12.30 -2.87 3.04
H 9.42 0.90 3.74
H 8.63 0.34 5.23
H 10.76 -1.39 5.05
H -8.41 -0.75 -0.72
H 3.77 -2.40 -2.19
H 2.54 -5.71 0.90
H -3.18 -7.16 3.88
*
```

Results
* lowest unoccupied orbital energy: -2.288 eV
* Kohn-Sham gap: 1.73 eV
* electronic energy: -120136.81159 eV
* HOMO energy: -4.022 eV

***

Record 3
Molecular formula: C34H85FN2O9PS
Method: DFT, ωB97M-V/def2-TZVPD

Geometry as ORCA input:
```
! RIJCOSX wB97M-V def2-TZVPD def2/J DEFGRID3
* xyz 1 1
S -1.05 -1.25 5.38
P -1.47 -2.52 3.91
F -0.28 -3.36 0.60
O 0.29 6.26 -3.18
O 4.18 1.74 2.39
O -4.52 -0.55 3.26
O 4.04 5.09 1.32
O -4.85 -0.96 -4.90
O -0.46 -7.64 -2.66
O 0.01 -0.15 -1.92
O 5.38 8.90 -2.00
O -2.41 -6.26 2.95
N 1.34 -2.95 4.07
N 0.58 -3.25 1.65
C -5.98 1.10 4.23
C -4.69 -6.26 2.20
C -6.13 -1.53 -4.66
C -1.99 6.25 -3.92
C 4.07 -3.30 3.98
C 6.19 10.95 -2.96
C 1.86 2.30 2.14
C 2.96 0.58 0.68
C -2.32 -0.52 -2.40
C 2.41 5.50 -0.39
C -3.69 -6.83 3.19
C 0.25 -6.18 -0.88
C 5.34 -3.31 2.94
C -2.13 -6.20 -1.69
C 2.10 -3.39 1.71
C -7.13 -0.96 -5.65
C -5.89 -0.24 3.51
C 0.20 -2.91 3.07
C -0.90 -0.51 -2.96
C -0.99 5.68 -2.93
C 2.59 -3.23 3.27
C -6.04 -3.04 -4.77
C -3.59 -8.35 3.08
C -0.89 4.17 -3.05
C 7.73 9.02 -2.48
C -0.67 -6.35 -2.09
C 2.90 1.20 2.07
C -6.52 -1.35 4.33
C 6.51 -4.27 3.60
C -0.52 -1.88 -3.51
C 3.16 6.08 0.80
C 5.96 -1.77 2.91
C 6.33 9.44 -2.91
C 3.96 7.31 0.40
H 4.09 -4.25 4.69
H 6.57 -5.34 3.12
H 5.17 -1.04 2.41
H 1.30 -6.30 -1.18
H -3.98 -6.56 4.21
H -6.39 -0.17 2.54
H 3.31 8.10 0.00
H -4.07 -0.61 4.12
H -6.42 -1.26 -3.64
H 5.18 11.23 -3.26
H -2.46 -1.93 3.03
H -7.00 -3.52 -4.57
H -5.70 -3.34 -5.77
H -2.14 -6.50 2.04
H 8.49 9.41 -3.17
H 3.10 5.19 -1.18
H -6.43 -2.31 3.81
H 7.81 7.93 -2.44
H -2.32 -5.21 -1.26
H -0.55 -2.64 -2.72
H -0.16 3.78 -2.33
H -3.05 -0.78 -3.18
H 0.56 6.02 -4.08
H 7.95 9.40 -1.47
H -7.02 1.37 4.42
H 1.84 2.75 3.14
H 4.68 4.85 0.63
H 7.01 -1.73 2.37
H 6.12 9.02 -3.90
H 4.39 2.43 1.74
H -1.86 3.70 -2.85
H 1.85 4.61 -0.10
H -2.04 7.34 -3.84
H 2.45 6.34 1.59
H -7.57 -1.15 4.52
H -4.58 -1.20 -5.81
H -0.41 -5.61 -2.85
H 2.00 0.14 0.40
H -7.18 0.13 -5.57
H -2.58 0.47 -2.00
H 5.01 -3.69 1.86
H -1.93 -3.76 4.54
H 2.83 -3.63 0.82
H 5.56 9.27 -1.12
H 1.71 6.24 -0.81
H 0.86 1.91 1.91
H 2.68 0.43 2.81
H -0.82 0.24 -3.75
H -5.30 -3.44 -4.06
H -3.26 -8.64 2.08
H -4.39 -6.49 1.17
H -8.13 -1.37 -5.48
H -2.78 -6.34 -2.57
H -2.99 5.84 -3.75
H -1.19 -2.18 -4.31
H 3.23 1.33 -0.07
H 0.51 -1.86 -3.89
H 0.04 -6.94 -0.12
H 4.13 -2.35 4.70
H -0.56 3.87 -4.04
H -2.41 -1.23 -1.58
H 7.59 -3.79 3.46
H -0.68 -8.30 -1.99
H 1.39 -2.81 5.10
H 2.09 3.11 1.44
H -5.51 1.89 3.63
H 6.36 11.39 -1.97
H 6.04 -1.42 4.04
H -2.42 -6.96 -0.96
H 6.90 11.39 -3.67
H -2.86 -8.74 3.79
H -1.28 5.96 -1.91
H -4.56 -8.82 3.27
H -5.69 -6.67 2.37
H -1.69 6.03 -4.95
H -6.83 -1.19 -6.68
H -0.06 -0.81 -1.21
H 3.73 -0.20 0.64
H 6.35 -4.37 4.77
H 4.71 7.06 -0.36
H -5.45 1.07 5.18
H 0.13 -5.19 -0.43
H -4.74 -5.17 2.28
H 4.51 7.71 1.26
H -6.00 -1.47 5.29
*
```

Results
* lowest unoccupied orbital energy: -4.536 eV
* Kohn-Sham gap: 6.73 eV
* energy above the lowest of the compared OMol25 structures with the same formula, charge and spin: 6.569 eV
* electronic energy: -80870.09252 eV
* HOMO energy: -11.263 eV

***

Record 4
Molecular formula: C4H9N3S
Method: DFT, ωB97M-V/def2-TZVPD

Geometry as ORCA input:
```
! RIJCOSX wB97M-V def2-TZVPD def2/J DEFGRID3
* xyz 0 1
S -3.32 0.56 -0.20
N -0.89 -0.96 -1.18
N 1.94 0.21 -0.92
N -0.91 -0.50 0.15
C 1.33 1.39 -0.28
C -1.95 0.20 0.61
C 1.50 0.13 0.49
C 0.33 -0.74 0.89
H 2.33 0.04 1.17
H 0.63 -1.79 0.81
H -1.41 -0.24 -1.73
H -1.43 -1.81 -1.25
H 0.32 1.61 -0.59
H 0.06 -0.53 1.92
H -1.78 0.49 1.67
H 1.99 2.22 -0.09
H 1.24 -0.27 -1.46
*
```

Results
* lowest unoccupied orbital energy: 0.697 eV
* Kohn-Sham gap: 9.46 eV
* energy above the lowest of the compared OMol25 structures with the same formula, charge and spin: 2.169 eV
* electronic energy: -19597.46764 eV
* HOMO energy: -8.767 eV
* structure (SMILES): NN(C=S)C[C@@H]1CN1

***

Record 5
Molecular formula: C28H42CeNO2Si
Method: DFT, ωB97M-V/def2-TZVPD

Geometry as ORCA input:
```
! RIJCOSX wB97M-V def2-TZVPD def2/J DEFGRID3
* xyz 0 2
Ce 0.79 0.54 0.27
Si -3.19 0.34 1.06
O -0.82 -2.97 -3.03
O 1.93 0.18 -2.28
N -1.58 0.48 1.78
C 2.74 0.71 1.79
C 2.68 -0.67 -4.32
C -2.23 -0.36 4.01
C -0.39 -4.28 -2.78
C -3.18 0.24 -0.82
C 1.83 -1.02 -3.15
C 1.73 2.73 -0.48
C 3.02 -0.60 1.35
C -4.22 -1.07 1.73
C -1.51 2.06 5.19
C 0.80 2.68 -1.56
C -2.46 -0.15 5.36
C -0.51 2.76 -1.06
C -1.27 1.86 3.83
C -2.09 1.06 5.98
C 1.15 -0.72 2.70
C 1.57 0.67 2.63
C 0.69 -2.98 -1.03
C 4.23 0.69 -2.93
C -1.66 0.65 3.16
C 0.68 -4.40 -1.63
C -0.49 -2.28 -1.73
C -0.43 2.83 0.38
C 2.05 -1.50 1.94
C 2.35 1.78 -4.25
C 0.97 2.93 0.73
C -4.16 1.96 1.38
C 2.82 0.58 -3.46
H -3.60 2.84 1.06
H -0.76 2.64 3.26
H 0.69 -2.97 0.07
H -1.25 -4.86 -2.42
H -1.28 2.91 1.05
H 0.30 -1.10 3.28
H 0.24 -5.08 -0.87
H 1.02 1.49 3.06
H -0.23 -1.27 -2.00
H 2.29 -1.90 -2.66
H 3.90 -0.93 0.77
H 4.34 1.56 -2.27
H 3.56 -1.35 -4.44
H 1.63 -2.49 -1.36
H -2.41 0.89 -1.25
H -4.16 0.53 -1.24
H 4.91 0.84 -3.80
H -0.04 -4.71 -3.72
H -1.20 3.00 5.67
H 0.78 -1.17 -3.43
H 2.41 2.69 -3.63
H 1.08 2.64 -2.62
H -4.67 -0.88 2.71
H 2.10 -2.59 1.90
H -2.51 -1.30 3.55
H 2.09 -0.60 -5.25
H -5.05 -1.37 1.07
H 2.81 2.67 -0.53
H -1.45 2.79 -1.63
H -3.58 -1.95 1.84
H -4.50 2.11 2.40
H 3.31 1.60 1.51
H -5.04 1.83 0.74
H 4.52 -0.23 -2.40
H -2.25 1.17 7.06
H -2.91 -0.95 5.95
H 3.03 1.91 -5.12
H -2.95 -0.78 -1.17
H 1.32 1.62 -4.59
H 1.66 -4.70 -2.07
H 1.35 3.08 1.75
H -1.36 -2.35 -1.01
*
```

Results
* lowest unoccupied orbital energy (spin up / spin down): 0.084 / 0.084 eV
* Kohn-Sham gap (spin up / spin down): 6.74 / 6.74 eV
* expectation value of S²: 0.75
* energy above the lowest of the compared OMol25 structures with the same formula, charge and spin: 0.167 eV
* electronic energy: -56106.46905 eV
* HOMO energy (spin up / spin down): -6.654 / -6.655 eV

***

Record 6
Molecular formula: C64H66Ge2N6O5ReS4
Method: DFT, ωB97M-V/def2-TZVPD

Geometry as ORCA input:
```
! RIJCOSX wB97M-V def2-TZVPD def2/J DEFGRID3
* xyz 0 4
Re -0.37 0.08 -0.40
Ge -3.08 1.81 -2.70
Ge -3.70 -0.94 -2.19
S -1.28 2.01 -1.44
S -4.57 0.91 -1.28
S -3.11 0.08 -4.10
S -1.74 -1.61 -1.42
O 0.76 -1.72 -0.44
O 1.81 -1.90 2.48
O 0.50 1.71 0.62
O 2.15 -2.88 -1.78
O 1.84 3.48 0.38
N -2.02 -0.01 3.44
N 2.96 0.04 2.11
N -1.44 -0.30 1.37
N 3.99 -1.89 3.05
N 1.45 0.49 -1.37
N 4.17 1.98 1.91
C -6.04 3.94 0.22
C -4.42 4.36 -3.17
C -2.82 2.12 -6.74
C -7.51 3.07 -1.45
C -1.95 0.57 2.24
C -2.89 -2.81 -6.59
C -2.48 1.92 1.93
C -3.23 -1.70 -8.83
C 4.09 0.70 2.31
C 2.14 -0.51 -1.89
C -2.65 5.20 -5.14
C -5.38 3.98 -2.09
C -4.86 -1.50 -6.92
C -3.32 -3.16 -5.31
C -6.86 2.98 -3.87
C -3.78 4.86 -0.33
C -1.52 2.16 -5.97
C -6.51 -0.54 1.58
C -0.05 3.25 -4.37
C 2.84 -1.25 2.53
C -5.54 -2.20 0.12
C 1.39 2.42 0.00
C 1.83 0.36 -5.99
C -4.59 5.60 -3.79
C -6.59 3.36 -2.44
C -7.48 -0.75 -0.71
C 3.83 1.03 -2.53
C -6.32 -4.10 -1.23
C 3.86 -3.30 3.40
C -5.56 -2.94 -1.18
C 2.00 1.69 -1.18
C 5.14 -1.21 3.23
C -2.43 -4.03 -4.46
C 0.96 2.36 -4.74
C -6.57 -1.19 -5.12
C -4.54 -2.67 -4.85
C 3.19 2.01 -1.79
C -3.36 3.54 -3.55
C -4.80 -1.99 2.40
C -4.92 -2.47 -2.33
C -3.74 -3.75 0.96
C -5.69 -0.94 2.62
C -8.29 3.07 0.95
C -5.31 -1.81 -5.65
C -5.09 4.25 -0.75
C -3.71 6.02 -4.78
C -3.66 -2.00 -7.42
C 0.26 4.34 -3.38
C -5.80 -0.29 3.97
C 5.25 0.09 2.89
C -4.71 -2.62 1.17
C -2.46 3.97 -4.54
C -5.88 -4.29 -3.58
C -5.11 -3.13 -3.55
C 3.34 -0.27 -2.54
C -6.47 -1.17 0.34
C -1.52 -1.30 3.36
C -1.16 -1.47 2.07
C 1.65 -1.86 -1.39
C -7.26 3.36 -0.11
C -6.48 -4.78 -2.43
C 0.75 1.36 -5.67
C -1.31 3.10 -4.96
C -0.49 1.29 -6.30
H -4.18 -2.34 3.21
H -9.15 3.74 0.85
H 1.21 4.81 -3.63
H -6.84 3.84 -4.53
H 0.34 3.94 -2.37
H -5.00 -0.61 4.64
H -5.76 0.80 3.89
H 4.78 -3.63 3.86
H -3.85 -2.25 -9.54
H -7.07 -5.69 -2.47
H -2.39 0.43 4.26
H -2.20 -2.00 -9.00
H 2.80 0.69 -5.61
H -5.82 4.16 1.26
H 3.03 -3.44 4.08
H 3.66 -3.88 2.50
H 3.87 -1.10 -2.97
H 6.17 0.63 3.05
H -2.78 1.33 -7.49
H -2.64 2.48 2.85
H -0.66 0.53 -7.06
H -3.08 -3.55 0.12
H -0.69 -2.31 1.59
H -1.44 -3.60 -4.38
H 1.93 2.47 -4.28
H 5.96 -1.77 3.67
H -3.42 1.83 1.39
H -8.45 2.60 -1.72
H 1.92 0.21 -7.07
H -3.67 1.92 -6.09
H -2.82 -4.16 -3.45
H 4.77 1.25 -3.03
H -3.85 6.98 -5.25
H -8.67 2.05 0.86
H 4.99 2.52 2.15
H -6.33 -0.44 -4.35
H 3.34 2.49 1.64
H -4.26 -4.69 0.76
H -5.42 6.23 -3.49
H -3.94 5.62 0.44
H -1.44 -1.94 4.21
H -2.33 -5.03 -4.91
H -6.01 -4.80 -4.52
H -7.12 -0.69 -5.91
H -7.84 2.50 -3.96
H -5.46 -0.84 -7.54
H -1.95 5.52 -5.91
H -7.39 0.32 -0.91
H -7.21 0.27 1.73
H -7.22 -1.93 -4.65
H -3.12 -3.89 1.85
H -3.24 5.31 -1.16
H -8.49 -0.94 -0.35
H -3.12 4.09 0.10
H -3.00 3.07 -7.24
H -6.75 -0.53 4.45
H -7.88 3.20 1.95
H -0.51 5.11 -3.36
H -6.81 -4.44 -0.33
H -1.78 2.47 1.31
H 3.62 2.99 -1.61
H -1.94 -3.19 -6.95
H 1.61 -0.61 -5.54
H -3.33 -0.64 -9.06
H -7.35 -1.28 -1.65
H -6.10 2.27 -4.23
*
```

Results
* lowest unoccupied orbital energy (spin up / spin down): -0.185 / -0.954 eV
* Kohn-Sham gap (spin up / spin down): 7.26 / 6.91 eV
* expectation value of S²: 3.78
* energy above the lowest of the compared OMol25 structures with the same formula, charge and spin: 0.000 eV
* electronic energy: -245131.74682 eV
* HOMO energy (spin up / spin down): -7.449 / -7.864 eV

***

| no. | maximum force (eV/Å) |
| --- | --- |
| 1 | 3.01 |
| 2 | 10.82 |
| 3 | 8.46 |
| 4 | 1.36 |
| 5 | 4.76 |
| 6 | 0.35 |